Here is 6 unconnected molecules or ions with the total composition C6H22ClN8O9 in a non-equilibrium geometry from the Open Molecules 2025 dataset. Energies are from the ωB97M-V functional and the def2-TZVPD basis.

Properties
Highest occupied orbital energy, Ha: -0.2685
Energy relative to the best compared isomer or geometry (same formula, charge and spin), eV: 0.000
Total charge: -1
DFT total energy, a.u.: -1817.246382

The geometry in XYZ format:
```
46
Properties=species:S:1:pos:R:3:forces:R:3:nbo_charge:R:1
Cl 0.675376 -0.018381 -0.049691 -0.04 0.58 0.58 2.55
O 1.239984 0.286902 1.241229 0.30 0.52 -0.29 -0.86
O 1.702625 -0.078567 -1.062000 0.07 -0.65 0.10 -0.87
O -0.032868 -1.264625 0.114612 -0.17 -0.59 -0.76 -0.89
O -0.254800 1.006513 -0.470928 -0.34 0.13 0.20 -0.90
C -0.419590 -3.952896 2.488534 -0.94 1.54 -0.38 -0.64
C -1.641207 -4.330664 1.652028 1.44 -2.50 -0.16 -0.07
O -1.146228 -5.325954 0.688320 -0.30 0.77 -0.06 -0.74
H 0.322757 -3.538148 1.801171 0.27 -0.23 0.17 0.21
H -0.047866 -4.785749 3.072276 0.08 -0.11 -0.10 0.21
H -0.677147 -3.111772 3.142363 0.09 -0.23 0.25 0.21
H -2.157303 -3.540675 1.113925 -0.04 0.24 0.32 0.18
H -2.282962 -4.991087 2.235461 -0.58 0.72 0.13 0.18
H -0.446356 -4.869584 0.208195 0.00 -0.17 -0.17 0.46
C -2.649853 0.328465 1.984186 -0.88 0.17 0.14 0.78
O -3.031786 1.332118 2.574118 0.00 -0.09 -0.05 -0.68
N -3.114977 0.008950 0.718851 0.03 -0.06 0.17 -0.87
N -1.898113 -0.626487 2.587912 -0.06 0.03 -0.22 -0.84
H -2.457987 -0.345897 0.040263 0.01 -0.04 0.02 0.40
H -3.776855 0.690756 0.387841 0.26 0.15 -0.25 0.40
H -1.404166 -1.268703 1.989990 0.29 -0.03 0.26 0.41
H -1.554098 -0.355653 3.491177 0.42 -0.11 -0.12 0.40
C -2.328669 4.147078 -0.820333 0.24 0.76 -0.19 0.77
O -2.849669 5.257384 -0.816680 -0.16 -0.21 -0.11 -0.69
N -2.644727 3.172099 0.071038 -0.12 -0.10 -0.27 -0.86
N -1.370180 3.798862 -1.734299 -0.45 -0.36 0.49 -0.86
H -1.989383 2.426846 0.243697 -0.16 -0.05 0.23 0.41
H -3.326678 3.427360 0.760165 0.20 -0.15 0.33 0.41
H -1.080580 4.504796 -2.380141 0.22 -0.09 -0.04 0.40
H -0.939355 2.894989 -1.633392 0.35 0.15 -0.37 0.41
C 4.303220 3.009776 1.300941 -0.12 0.15 -0.24 0.77
O 5.022903 3.755364 1.948282 -0.03 -0.01 0.15 -0.69
N 2.943663 2.936311 1.463400 0.40 0.20 0.13 -0.85
N 4.799772 2.230899 0.296393 0.01 0.01 0.12 -0.85
H 2.645390 3.348102 2.331043 -0.24 -0.10 -0.05 0.40
H 2.461144 2.113932 1.139250 -0.23 -0.10 0.20 0.41
H 5.788819 2.299593 0.155795 -0.01 -0.17 -0.20 0.40
H 4.214309 1.628244 -0.252355 0.12 -0.06 -0.08 0.40
C 1.265918 -1.707702 -4.474265 0.00 0.06 0.30 0.77
O 1.504559 -2.173834 -5.579781 0.03 0.18 -0.04 -0.69
N 1.350783 -2.470411 -3.346325 0.02 -0.54 -0.14 -0.86
N 0.910901 -0.410266 -4.261745 -0.10 0.19 -0.19 -0.85
H 1.689432 -3.397459 -3.526798 -0.06 -0.05 0.21 0.40
H 1.222985 -2.158312 -2.399481 0.08 0.28 -0.08 0.41
H 0.853122 0.184292 -5.066270 -0.09 -0.02 0.00 0.40
H 0.605741 -0.066807 -3.367969 0.18 -0.02 0.07 0.41
```
Positions in Å, forces in eV/Å.